(1)
The following is a DFT calculation (ωB97M-V/def2-TZVPD) of C49H82BrMnP2Si2 as an isolated structure.

Properties
charge = +3
relative energy (zero: lowest compared OMol25 entry of this formula, charge and spin) = 23.70 kcal/mol
⟨S²⟩ = 4.171
M = 924.16 Da
E_LUMO (spin up / spin down) = -10.024 / -8.131 eV
spin multiplicity = 4

CARTESIAN COORDINATES (ANGSTROEM)
Mn  0.54  0.65  -0.39
C  0.23  3.92  1.37
Si  1.04  3.06  -0.04
C  0.39  3.80  -1.61
C  0.61  5.17  -1.79
C  -0.01  5.86  -2.82
C  -0.88  5.19  -3.67
C  -1.09  3.82  -3.53
C  -0.45  3.12  -2.50
P  -0.58  1.32  -2.37
C  -2.29  0.69  -2.16
C  -2.23  -0.84  -1.92
C  -3.64  -1.43  -2.04
C  -4.16  -1.32  -3.49
C  -3.52  -0.13  -4.23
C  -3.31  1.04  -3.27
C  0.14  0.61  -3.90
C  -0.49  1.16  -5.20
C  -0.12  0.21  -6.35
C  1.30  -0.36  -6.19
C  2.18  0.63  -5.42
C  1.66  0.82  -3.98
C  2.86  2.92  0.30
C  3.46  4.05  0.86
C  4.81  4.05  1.19
C  5.57  2.91  0.99
C  4.98  1.77  0.45
C  3.63  1.77  0.10
P  2.85  0.28  -0.56
C  4.14  -0.58  -1.53
C  4.85  0.39  -2.50
C  6.14  -0.27  -3.02
C  5.96  -1.78  -3.28
C  4.50  -2.12  -3.54
C  3.66  -1.86  -2.28
C  2.30  -0.64  0.98
C  3.43  -1.09  1.94
C  3.96  -2.49  1.65
C  2.83  -3.51  1.64
C  1.81  -3.17  0.56
C  1.25  -1.75  0.74
H  0.51  4.98  1.33
H  0.54  3.51  2.33
H  -0.86  3.86  1.29
H  1.27  5.71  -1.11
H  0.17  6.92  -2.95
H  -1.38  5.72  -4.47
H  -1.75  3.33  -4.22
H  -2.60  1.17  -1.23
H  -1.81  -1.06  -0.94
H  -1.59  -1.32  -2.67
H  -4.30  -0.91  -1.35
H  -3.62  -2.48  -1.73
H  -5.24  -1.20  -3.48
H  -3.95  -2.24  -4.04
H  -4.15  0.19  -5.06
H  -2.56  -0.43  -4.67
H  -4.26  1.26  -2.77
H  -3.05  1.96  -3.80
H  -0.08  -0.46  -3.85
H  -0.09  2.16  -5.39
H  -1.57  1.25  -5.14
H  -0.19  0.76  -7.29
H  -0.84  -0.60  -6.41
H  1.73  -0.57  -7.17
H  1.28  -1.31  -5.66
H  2.19  1.59  -5.95
H  3.21  0.28  -5.40
H  1.92  1.83  -3.63
H  2.15  0.11  -3.31
H  2.88  4.95  1.04
H  5.27  4.94  1.60
H  6.62  2.89  1.25
H  5.60  0.89  0.29
H  4.86  -0.87  -0.76
H  5.08  1.34  -2.02
H  4.18  0.61  -3.33
H  6.94  -0.10  -2.31
H  6.43  0.25  -3.94
H  6.32  -2.36  -2.42
H  6.58  -2.08  -4.13
H  4.38  -3.16  -3.83
H  4.12  -1.52  -4.38
H  3.78  -2.71  -1.62
H  2.60  -1.80  -2.54
H  1.80  0.19  1.52
H  3.01  -1.08  2.95
H  4.23  -0.34  1.95
H  4.70  -2.74  2.40
H  4.48  -2.51  0.68
H  2.34  -3.51  2.63
H  3.22  -4.51  1.48
H  0.97  -3.87  0.58
H  2.27  -3.27  -0.42
H  0.57  -1.75  1.60
H  0.61  -1.56  -0.14
C  -4.58  -1.07  1.88
C  -4.73  -0.78  3.39
C  -5.77  -1.75  4.01
C  -5.25  0.66  3.52
Si  -3.16  -1.10  4.37
Br  -1.14  0.84  1.13
C  -2.45  -2.83  4.37
C  -2.83  -3.60  3.10
C  -0.92  -2.87  4.50
C  -3.08  -3.51  5.60
C  -2.55  0.18  5.60
C  -3.63  0.17  6.71
C  -2.43  1.59  4.99
C  -1.20  -0.19  6.22
H  -5.54  -0.84  1.41
H  -4.34  -2.10  1.65
H  -3.83  -0.43  1.41
H  -6.74  -1.54  3.54
H  -5.90  -1.60  5.09
H  -5.53  -2.80  3.83
H  -6.22  0.71  3.03
H  -4.59  1.38  3.04
H  -5.41  0.96  4.56
H  -2.46  -3.12  2.19
H  -3.91  -3.75  3.00
H  -2.38  -4.60  3.16
H  -0.41  -2.27  3.73
H  -0.60  -3.91  4.35
H  -0.56  -2.56  5.47
H  -4.17  -3.55  5.56
H  -2.79  -3.03  6.54
H  -2.72  -4.54  5.64
H  -4.62  0.46  6.35
H  -3.34  0.90  7.47
H  -3.71  -0.80  7.21
H  -3.38  1.99  4.65
H  -1.72  1.62  4.15
H  -2.05  2.25  5.77
H  -1.26  -1.09  6.84
H  -0.91  0.63  6.88
H  -0.41  -0.31  5.48

---

(2)
The following is a DFT calculation (ωB97M-V/def2-TZVPD) of a 6-piece molecular cluster, C5H25N2O6 overall in a non-equilibrium geometry.

Properties
charge = +1
relative energy (zero: lowest compared OMol25 entry of this formula, charge and spin) = 66.46 kcal/mol
M = 209.26 Da
E_LUMO = -2.352 eV

CARTESIAN COORDINATES (ANGSTROEM)
C  0.75  -1.33  -1.64
N  1.38  -1.01  -0.35
C  2.33  0.09  -0.33
C  1.74  1.58  -0.22
C  2.13  2.29  1.06
O  0.85  2.67  1.64
C  -0.58  -0.68  -1.99
N  -1.63  -0.97  -0.94
H  0.61  -2.47  -1.56
H  1.62  -1.23  -2.40
H  0.71  -0.77  0.42
H  3.03  -0.05  -1.34
H  3.08  -0.13  0.42
H  0.62  1.35  -0.32
H  1.92  2.21  -1.09
H  2.58  1.68  1.85
H  2.76  3.17  0.93
H  1.05  2.88  2.59
H  -0.81  -1.29  -2.98
H  -0.58  0.45  -2.24
H  -2.62  -0.95  -1.52
H  -1.54  -2.01  -0.55
H  -1.65  -0.18  -0.22
H  -1.60  1.99  0.39
H  -0.52  1.45  1.27
O  -1.22  1.14  0.64
H  1.93  -3.28  0.22
H  1.68  -4.68  -0.24
O  1.45  -3.99  0.34
H  -0.21  -3.65  0.85
H  -1.61  -3.74  1.59
O  -1.05  -3.21  1.01
H  -1.03  4.09  0.89
H  -2.39  4.32  0.14
O  -1.84  3.65  0.58
H  -3.69  0.99  1.04
H  -3.89  -0.47  1.41
O  -3.78  0.10  0.66

---

(3)
The following is a DFT calculation (ωB97M-V/def2-TZVPD) of C37H35BF2N4OPSSiY as an isolated structure in a non-equilibrium geometry.

Properties
relative energy (zero: lowest compared OMol25 entry of this formula, charge and spin) = 42.90 kcal/mol
M = 780.56 Da
E_LUMO (spin up / spin down) = 0.014 / 0.417 eV

CARTESIAN COORDINATES (ANGSTROEM)
Y  14.44  13.07  10.73
N  15.23  15.23  11.42
N  14.40  15.72  10.28
C  13.07  16.01  10.77
N  12.66  17.25  11.04
S  12.24  14.62  11.33
H  14.88  15.51  12.32
H  16.17  15.57  11.29
H  14.94  16.47  9.77
H  13.15  18.07  10.70
H  11.74  17.32  11.46
O  18.02  12.52  10.20
Si  19.43  13.00  9.55
C  20.72  13.42  10.75
C  22.02  13.20  10.31
C  23.09  13.47  11.16
C  22.91  13.88  12.47
C  21.60  14.11  12.91
C  20.54  13.86  12.06
C  19.84  11.49  8.51
C  20.07  10.25  9.09
C  19.98  9.08  8.33
C  19.62  9.11  6.97
C  19.43  10.36  6.35
C  19.59  11.52  7.12
C  18.93  14.46  8.51
C  19.76  15.52  8.22
C  19.32  16.54  7.40
C  18.06  16.51  6.78
C  17.18  15.48  7.17
C  17.61  14.49  8.05
H  22.27  12.84  9.31
H  24.08  13.26  10.75
H  23.73  14.16  13.13
H  21.33  14.45  13.93
H  19.54  13.97  12.48
H  20.19  10.10  10.14
H  20.10  8.14  8.83
H  19.52  8.20  6.36
H  19.12  10.44  5.31
H  19.49  12.47  6.60
H  20.77  15.55  8.60
H  19.98  17.40  7.22
H  17.69  17.26  6.09
H  16.14  15.42  6.82
H  16.94  13.68  8.31
F  16.24  11.29  10.90
B  17.56  11.46  10.91
F  18.31  11.08  11.90
N  13.17  11.41  10.56
P  13.12  9.85  10.68
C  14.19  9.02  9.47
C  15.47  8.55  9.82
C  16.27  8.04  8.81
C  15.75  7.73  7.56
C  14.43  8.01  7.28
C  13.60  8.54  8.29
C  11.48  9.13  10.58
C  10.35  9.95  10.55
C  9.09  9.34  10.54
C  8.96  7.93  10.55
C  10.13  7.18  10.61
C  11.38  7.77  10.59
C  13.66  9.36  12.35
C  13.71  10.22  13.44
C  14.51  9.86  14.53
C  15.06  8.56  14.67
C  14.78  7.64  13.64
C  14.12  8.04  12.50
H  15.87  8.65  10.81
H  17.33  7.87  9.00
H  16.37  7.20  6.83
H  14.04  7.88  6.27
H  12.54  8.58  8.19
H  10.54  11.03  10.62
H  8.20  9.96  10.59
H  7.97  7.50  10.53
H  10.08  6.11  10.66
H  12.30  7.19  10.52
H  13.26  11.21  13.38
H  14.73  10.65  15.23
H  15.56  8.30  15.59
H  15.02  6.59  13.83
H  14.00  7.33  11.68

---

(4)
The following is a DFT calculation (ωB97M-V/def2-TZVPD) of C8H17O6P in the gas phase in a non-equilibrium geometry.

Properties
relative energy (zero: lowest compared OMol25 entry of this formula, charge and spin) = 0.00 kcal/mol
M = 240.19 Da
E_LUMO = 0.538 eV
structure (SMILES) = CC(=O)OCCCCCCOP(=O)(O)O

CARTESIAN COORDINATES (ANGSTROEM)
C  0.99  0.26  3.03
C  0.08  1.40  2.72
O  -0.58  1.96  3.49
O  0.03  1.72  1.39
C  1.22  2.32  0.87
C  1.68  1.56  -0.37
C  0.70  1.73  -1.54
C  0.63  0.60  -2.58
C  0.45  -0.83  -2.04
C  -0.90  -1.00  -1.35
O  -1.01  -2.37  -0.92
P  -1.91  -2.75  0.31
O  -1.40  -2.39  1.65
O  -3.37  -2.16  0.02
O  -2.12  -4.28  -0.07
H  1.45  0.41  4.01
H  1.75  0.11  2.26
H  0.37  -0.65  3.06
H  0.98  3.37  0.62
H  2.00  2.35  1.64
H  1.76  0.50  -0.08
H  2.69  1.91  -0.65
H  -0.30  1.89  -1.13
H  0.97  2.66  -2.06
H  1.50  0.63  -3.25
H  -0.25  0.82  -3.22
H  1.23  -1.08  -1.31
H  0.54  -1.55  -2.86
H  -1.73  -0.80  -2.04
H  -0.97  -0.32  -0.49
H  -3.54  -1.35  0.54
H  -2.91  -4.65  0.34

---

- Among the records above, which one has the lowest relative energy (zero: lowest compared OMol25 entry of this formula, charge and spin)?
  C8H17O6P

---

- Which value of relative energy (zero: lowest compared OMol25 entry of this formula, charge and spin) does entry 1 give?
  23.70 kcal/mol

---

- Which value of M does entry 2 give?
  209.26 Da